Record 1
Formula: C24H30N2O4
Source: OMol25
Level of theory: the ωB97M-V functional and the def2-TZVPD basis

As for the structure (SMILES): CCOc1cc(C(=O)Nc2ccc(C)cc2C)ccc1OCC(=O)N1CCCCC1. The value obtained for the energy relative to the best compared isomer or geometry (same formula, charge and spin) is 31.41 kcal/mol. Its largest force on an atom is 0.61 eV Å⁻¹. The calculation puts the total energy at -1343.04577 Ha. The spin multiplicity is 1. As for the net charge: 0. The calculation puts the HOMO-LUMO gap at 0.331 hartree.

Each line ends with the natural charge from an NBO analysis.
Atoms and positions in Å:
C -1.6117 -3.2319 -1.4337  -0.633
C -0.2064 -2.7901 -1.0572  -0.065
O -0.1869 -2.5831 0.3453  -0.526
C 0.7831 -1.7987 0.8817  0.313
C 1.9694 -1.5090 0.2232  -0.263
C 2.9442 -0.7019 0.7998  -0.151
C 4.1745 -0.3393 0.0421  0.669
O 5.2907 -0.3595 0.5211  -0.598
N 3.9809 0.0049 -1.2642  -0.644
C 2.7546 0.2344 -1.9140  0.198
C 1.7796 1.0233 -1.3112  -0.224
C 0.5459 1.1833 -1.9063  -0.214
C 0.2594 0.5715 -3.1216  -0.005
C -1.1054 0.7036 -3.7231  -0.634
C 1.2575 -0.1682 -3.7396  -0.215
C 2.5053 -0.3481 -3.1596  -0.045
C 3.5599 -1.1761 -3.8307  -0.637
C 2.7706 -0.2444 2.0975  -0.182
C 1.5955 -0.5260 2.7660  -0.247
C 0.5798 -1.2645 2.1699  0.245
O -0.5471 -1.4461 2.9292  -0.503
C -1.8097 -1.4800 2.2865  -0.161
C -2.0703 -0.3043 1.3385  0.659
O -2.4878 -0.5066 0.2102  -0.645
N -1.8146 0.9352 1.7968  -0.431
C -1.4965 1.3121 3.1561  -0.222
C -2.6525 2.1122 3.7619  -0.406
C -2.9479 3.3390 2.9037  -0.399
C -3.2335 2.9021 1.4696  -0.406
C -2.0662 2.0744 0.9352  -0.228
H -1.8618 -4.1622 -0.9307  0.207
H -2.3160 -2.4623 -1.1284  0.247
H -1.6760 -3.3775 -2.5081  0.209
H 0.5305 -3.5587 -1.3309  0.168
H 0.0421 -1.8559 -1.5758  0.189
H 2.1463 -1.9365 -0.7502  0.228
H 4.8265 0.1173 -1.8089  0.409
H 1.9950 1.4936 -0.3637  0.222
H -0.2099 1.7823 -1.4224  0.211
H -1.3486 1.7519 -3.8918  0.219
H -1.8499 0.2942 -3.0410  0.231
H -1.1701 0.1741 -4.6700  0.212
H 1.0546 -0.6370 -4.6926  0.206
H 4.3883 -0.5477 -4.1602  0.216
H 3.9595 -1.9217 -3.1437  0.224
H 3.1528 -1.6845 -4.7006  0.221
H 3.5439 0.3472 2.5616  0.231
H 1.4312 -0.1627 3.7687  0.225
H -1.9385 -2.3972 1.7049  0.230
H -2.5426 -1.4677 3.1003  0.203
H -1.2860 0.4325 3.7590  0.235
H -0.5942 1.9357 3.1325  0.193
H -2.3903 2.4097 4.7780  0.213
H -3.5410 1.4788 3.8100  0.199
H -3.8012 3.8857 3.3084  0.212
H -2.0836 4.0075 2.9158  0.195
H -3.3867 3.7703 0.8274  0.213
H -4.1401 2.2943 1.4437  0.204
H -2.2903 1.6901 -0.0611  0.245
H -1.1586 2.6879 0.8971  0.186

Record 2
Formula: C24H30N2O5S
Source: OMol25
Level of theory: the ωB97M-V functional and the def2-TZVPD basis

As for the structure (SMILES): CCC(C)(C)NC(=O)/C=C/c1cc(OC)c(OC)c(S(=O)(=O)N2CCc3ccccc32)c1. The value obtained for the energy relative to the best compared isomer or geometry (same formula, charge and spin) is 61.43 kcal/mol. Its largest force on an atom is 1.22 eV Å⁻¹. The calculation puts the total energy at -1816.40366 Ha. The spin multiplicity is 1. As for the net charge: 0. The calculation puts the HOMO-LUMO gap at 0.304 hartree.

Each line ends with the natural charge from an NBO analysis.
Atoms and positions in Å:
C -1.8283 -5.1701 -0.2165  -0.611
C -2.5914 -4.6205 -1.4165  -0.415
C -3.3625 -3.3177 -1.1317  0.130
C -4.4273 -3.5166 -0.0534  -0.618
C -4.0259 -2.8298 -2.4248  -0.619
N -2.4375 -2.2945 -0.6487  -0.630
C -1.3622 -1.8267 -1.3230  0.648
O -1.0577 -2.1775 -2.4494  -0.627
C -0.5498 -0.8185 -0.5972  -0.270
C -0.4006 -0.7425 0.7296  -0.174
C 0.4312 0.2086 1.4454  -0.001
C 0.5962 0.0830 2.8321  -0.287
C 1.3939 0.9614 3.5299  0.277
O 1.6285 0.9070 4.8651  -0.473
C 1.0259 -0.1205 5.6140  -0.252
C 2.0654 2.0354 2.8650  0.301
O 2.8180 2.7567 3.7050  -0.466
C 3.7433 3.7386 3.2814  -0.278
C 1.8567 2.1752 1.4959  -0.328
S 2.5161 3.5373 0.4938  2.328
O 3.9165 3.3300 0.2713  -0.937
O 2.0893 4.7763 1.0775  -0.942
N 1.7484 3.4696 -0.9758  -0.690
C 0.3732 3.9630 -1.0506  -0.210
C -0.3099 3.1765 -2.1862  -0.439
C 0.7814 2.2701 -2.6847  -0.083
C 0.7547 1.3190 -3.6810  -0.184
C 1.9067 0.5834 -3.9334  -0.221
C 3.0592 0.8068 -3.1990  -0.192
C 3.0983 1.7596 -2.1893  -0.260
C 1.9459 2.4813 -1.9413  0.212
C 1.0651 1.2661 0.8116  -0.243
H -2.5020 -5.4826 0.5781  0.196
H -1.2438 -6.0349 -0.5205  0.216
H -1.1429 -4.4217 0.1758  0.205
H -3.2996 -5.3692 -1.7746  0.201
H -1.8825 -4.4124 -2.2182  0.236
H -5.0059 -2.6041 0.0781  0.211
H -3.9761 -3.7814 0.8997  0.208
H -5.1067 -4.3126 -0.3455  0.222
H -4.5668 -1.9029 -2.2456  0.204
H -4.7224 -3.5768 -2.7951  0.207
H -3.2661 -2.6496 -3.1794  0.242
H -2.6373 -1.9004 0.2553  0.396
H 0.0131 -0.1826 -1.2648  0.222
H -0.9138 -1.4522 1.3692  0.192
H 0.1013 -0.7277 3.3435  0.219
H 1.3582 0.0338 6.6390  0.205
H -0.0667 -0.0600 5.5760  0.175
H 1.3490 -1.1100 5.2744  0.176
H 4.3891 3.3692 2.4837  0.204
H 3.2390 4.6427 2.9371  0.212
H 4.3355 3.9595 4.1690  0.196
H -0.1158 3.8166 -0.0842  0.214
H 0.4046 5.0364 -1.2511  0.217
H -0.6591 3.8423 -2.9761  0.228
H -1.1676 2.6029 -1.8277  0.224
H -0.1474 1.1391 -4.2455  0.221
H 1.8960 -0.1718 -4.7034  0.219
H 3.9457 0.2277 -3.4085  0.217
H 3.9860 1.9363 -1.6055  0.246
H 0.9439 1.3766 -0.2485  0.220

Record 3
Formula: C24H30N3
Source: OMol25
Level of theory: the ωB97M-V functional and the def2-TZVPD basis

The value obtained for the energy relative to the best compared isomer or geometry (same formula, charge and spin) is 0.00 kcal/mol. Its largest force on an atom is 1.26 eV Å⁻¹. The calculation puts the total energy at -1096.59182 Ha. The spin multiplicity is 1. As for the net charge: +1. The calculation puts the HOMO-LUMO gap at 0.211 hartree.

Each line ends with the Löwdin charge.
Atoms and positions in Å:
C -3.4271 3.6335 1.7501  -0.153
C -4.6924 3.3807 0.9313  -0.132
N -4.6080 2.1227 0.2315  -0.052
C -5.7413 1.3301 -0.2149  -0.101
C -5.0958 0.1523 -0.9836  -0.081
C -3.6314 0.3420 -0.8027  -0.137
C -2.5389 -0.4158 -1.1462  0.050
C -1.2135 0.0432 -0.8205  -0.190
C -0.1277 -0.8000 -1.1461  0.055
C 1.1993 -0.7058 -0.6748  -0.191
C 2.2211 -1.4497 -1.3655  0.053
C 3.5340 -1.3305 -0.9810  -0.137
C 3.8622 -0.4403 0.0622  -0.116
N 5.1969 -0.3485 0.2301  -0.051
C 5.8004 0.4929 1.2340  -0.131
C 4.8821 1.6610 1.5918  -0.152
C 3.4097 1.2754 1.7964  -0.130
C 2.9153 0.3067 0.7743  -0.130
C 1.5843 0.0830 0.4605  0.046
C 5.9173 -1.1978 -0.7036  -0.101
C 4.7988 -1.9388 -1.4755  -0.080
C -1.0742 1.3371 -0.2120  0.046
C -2.1725 2.0622 0.2241  -0.131
C -3.4340 1.5532 -0.1090  -0.117
C -2.1186 3.3347 1.0032  -0.130
H -3.4211 4.6758 2.0778  0.120
H -3.4618 2.9961 2.6412  0.123
H -5.5747 3.3550 1.5853  0.134
H -4.8262 4.2146 0.2159  0.137
H -6.3194 0.9567 0.6461  0.131
H -6.4328 1.9031 -0.8492  0.131
H -5.4355 -0.8101 -0.5927  0.126
H -5.3830 0.1901 -2.0403  0.128
H -2.6649 -1.3674 -1.6682  0.130
H -0.3290 -1.5896 -1.8736  0.123
H 1.9409 -2.1049 -2.1937  0.133
H 6.0088 -0.0888 2.1521  0.137
H 6.7587 0.8629 0.8453  0.134
H 5.2547 2.1379 2.5014  0.120
H 4.9280 2.3944 0.7785  0.123
H 3.2663 0.8658 2.8072  0.131
H 2.7991 2.1838 1.7389  0.123
H 0.8334 0.5442 1.0996  0.120
H 6.5231 -0.5900 -1.3957  0.131
H 6.6002 -1.8957 -0.1986  0.131
H 4.8436 -3.0121 -1.2582  0.128
H 4.9158 -1.8244 -2.5560  0.126
H -0.0920 1.7849 -0.0689  0.119
H -1.8717 4.1750 0.3372  0.131
H -1.3045 3.2646 1.7331  0.122
C -2.3942 -5.5912 -0.8168  -0.207
N -1.0545 -5.2190 -1.2337  -0.080
H -2.4492 -6.6798 -0.7541  0.072
H -2.6808 -5.1664 0.1527  0.062
H -3.0992 -5.2560 -1.5789  0.066
H -0.9567 -4.2128 -1.3067  0.031
H -0.3679 -5.5804 -0.5813  0.057

Record 4
Formula: C24H30N4O3
Source: OMol25
Level of theory: the ωB97M-V functional and the def2-TZVPD basis

The value obtained for the energy relative to the best compared isomer or geometry (same formula, charge and spin) is 421.13 kcal/mol. Its largest force on an atom is 17.07 eV Å⁻¹. The calculation puts the total energy at -1376.72988 Ha. The spin multiplicity is 1. As for the net charge: 0. The calculation puts the HOMO-LUMO gap at 0.316 hartree.

Each line ends with the natural charge from an NBO analysis.
Atoms and positions in Å:
O -1.9313 -0.9338 2.1314  -0.638
C -1.6932 -2.0604 1.5879  0.700
N -2.3073 -2.4165 0.4441  -0.575
C -3.1015 -1.8127 -0.5180  0.356
N -3.4245 -2.6715 -1.7261  -0.416
C -4.1358 -1.9844 -2.5170  0.038
C -4.5383 -0.6894 -2.3799  -0.256
C -4.1768 0.1944 -1.5290  -0.168
C -3.5642 -0.4144 -0.4445  -0.311
H -3.2361 0.0503 0.5427  0.264
H -4.4834 1.4173 -1.3196  0.252
H -5.0550 -0.0176 -3.4914  0.185
H -4.2717 -2.7082 -3.5360  0.202
H -2.2129 -3.3475 0.1783  0.407
C -0.9454 -3.0912 2.1161  -0.605
C 0.3882 -3.0543 1.7268  -0.342
H 1.1681 -3.8287 2.2209  0.231
H 0.3678 -3.4463 0.6562  0.215
C 1.1073 -1.4859 1.5078  -0.540
C 0.4250 -0.7916 0.4880  0.676
O -0.1308 -1.4159 -0.6526  -0.705
N 0.5082 0.6021 0.5228  -0.480
C 1.4211 1.3302 1.3898  -0.337
H 1.0543 1.0532 2.5347  0.256
H 1.2824 2.4590 0.9346  0.260
C 3.0183 0.9569 1.2240  0.682
O 3.6934 0.9811 2.1569  -0.599
N 3.3730 0.6113 0.0129  -0.636
H 2.5695 0.2054 -0.5523  0.410
C 4.7376 0.0389 -0.1780  -0.052
H 5.2769 0.4026 0.6120  0.220
C 5.2092 0.8411 -1.5904  -0.366
H 4.4781 1.5456 -1.8337  0.211
H 6.0531 1.3796 -1.2096  0.203
C 5.6121 -0.2468 -2.5033  -0.537
C 4.8201 -1.1889 -2.1366  -0.322
H 3.7879 -1.2357 -2.7116  0.222
C 4.7951 -1.3851 -0.3820  -0.423
H 5.7216 -1.7762 -0.2766  0.218
H 3.8666 -1.8608 -0.1253  0.226
H 5.2442 -2.3910 -2.4440  0.170
H 6.5580 -0.3693 -2.1470  0.214
H 5.3997 0.1322 -3.4957  0.244
C -0.0080 1.1440 -0.6825  -0.222
C -1.0514 2.3795 -0.3022  -0.066
C -1.4956 2.0874 0.9419  -0.242
C -2.4959 2.9907 1.3952  -0.186
C -2.6790 4.0739 0.6130  -0.232
C -2.0823 4.4845 -0.7107  -0.199
C -1.3112 3.5140 -0.9547  -0.185
H -0.6084 3.6339 -1.9757  0.164
H -2.2599 5.3078 -1.2713  0.222
H -3.3477 5.0198 0.7871  0.204
H -3.0562 2.8737 2.3727  0.221
H -1.3713 1.2059 1.6763  0.271
H 0.8741 1.8726 -1.0821  0.182
H -0.4956 0.5079 -1.4313  0.292
H 0.6437 -1.0687 2.5435  0.249
H 2.1226 -1.5029 1.5315  0.253
H -1.2047 -4.0913 2.4446  0.281
H -0.7891 -2.8918 3.2152  0.239